(1)
Formula: C4H6N2O
Source: the Open Molecules 2025 dataset
Level of theory: ωB97M-V with the def2-TZVPD basis set

```
13
Properties=species:S:1:pos:R:3
C -1.07 -0.22 2.16
C -1.43 -0.58 0.76
N -0.62 -1.00 -0.04
C 0.28 -0.88 -0.95
C 0.71 0.48 -1.28
O 1.64 0.61 -2.27
N 0.24 1.49 -0.67
H -1.92 -0.17 2.84
H -0.65 0.79 2.06
H -0.29 -0.87 2.57
H 0.67 -1.76 -1.45
H 1.84 -0.26 -2.65
H 0.61 2.35 -1.07
```

Values from the calculation:
HOMO-LUMO gap in eV: 8.6
LUMO energy in eV: 0.511
Charge: 0
Multiplicity: 1
Highest occupied orbital energy in eV: -8.09
ΔE to the lowest compared entry with this formula, charge and spin in kcal/mol: 69.2



(2)
Formula: C3H7NO2S
Source: the Open Molecules 2025 dataset
Level of theory: ωB97M-V with the def2-TZVPD basis set

```
14
Properties=species:S:1:pos:R:3
C 0.81 0.13 -0.10
C 1.06 1.21 -1.06
C -0.17 -1.55 1.26
N -0.10 -0.65 0.18
O -2.15 1.01 -1.76
O -2.16 0.85 0.74
S -2.10 0.19 -0.58
H 2.08 -0.10 0.75
H 1.60 1.95 -0.67
H 0.03 1.39 -1.43
H 1.51 0.88 -1.97
H 0.76 -1.36 1.78
H -0.98 -1.39 2.01
H -0.18 -2.55 0.85
```

Values from the calculation:
HOMO-LUMO gap in eV: 9.3
LUMO energy in eV: 0.142
Charge: 0
Multiplicity: 1
Highest occupied orbital energy in eV: -9.20
ΔE to the lowest compared entry with this formula, charge and spin in kcal/mol: 94.9



(3)
Formula: C24H25AsIrN4OS
Source: the Open Molecules 2025 dataset
Level of theory: ωB97M-V with the def2-TZVPD basis set

```
57
Properties=species:S:1:pos:R:3
Ir 0.18 -0.01 -0.04
C 6.87 -0.10 -0.99
C 5.99 0.01 0.27
C 5.38 1.41 0.32
C 6.85 -0.20 1.52
C 4.92 -1.08 0.21
C 5.31 -2.43 0.20
C 4.42 -3.47 0.13
C 3.06 -3.16 0.06
S 1.69 -4.22 -0.06
C 0.65 -2.89 -0.10
N 1.27 -1.73 -0.03
C 2.65 -1.83 0.06
C 3.57 -0.78 0.13
C -0.79 -2.76 -0.26
C -1.73 -3.77 -0.37
C -3.07 -3.43 -0.55
C -3.46 -2.11 -0.63
C -2.52 -1.08 -0.50
C -1.19 -1.41 -0.32
H 7.64 0.67 -0.97
H 6.29 0.03 -1.90
H 7.38 -1.06 -1.04
H 6.18 2.15 0.38
H 4.75 1.54 1.20
H 4.81 1.63 -0.58
H 7.61 0.58 1.58
H 7.37 -1.16 1.51
H 6.25 -0.15 2.43
H 6.37 -2.67 0.26
H 4.76 -4.50 0.13
H 3.23 0.24 0.12
H -1.43 -4.81 -0.32
H -3.81 -4.22 -0.64
H -4.50 -1.86 -0.79
H -2.83 -0.05 -0.59
C -0.87 2.56 2.79
As -0.67 0.68 3.09
C 0.26 0.33 4.72
C -2.36 -0.20 3.04
O 0.40 0.00 1.91
H -1.34 2.99 3.68
H -1.52 2.73 1.93
H 0.11 3.01 2.64
H -0.32 0.75 5.54
H 1.24 0.81 4.68
H 0.36 -0.74 4.84
H -2.93 0.13 3.91
H -2.20 -1.27 3.08
H -2.89 0.08 2.13
N -0.01 1.92 -0.55
C -0.17 3.06 -0.67
C -0.33 4.43 -0.84
C -1.63 4.89 -1.16
N -2.72 5.23 -1.36
C 0.75 5.29 -0.57
N 1.66 5.96 -0.31
```

Values from the calculation:
HOMO-LUMO gap (alpha / beta) in eV: 6.2 / 4.2
LUMO energy (alpha / beta) in eV: -7.803 / -9.763
Charge: +2
Multiplicity: 2
Expectation value of S²: 0.8207
Highest occupied orbital energy (alpha / beta) in eV: -13.99 / -14.00



(4)
Formula: CN2OS
Source: the Open Molecules 2025 dataset
Level of theory: ωB97M-V with the def2-TZVPD basis set

```
5
Properties=species:S:1:pos:R:3
C 1.37 0.83 -0.53
N -0.91 0.78 0.18
N -1.05 -0.35 0.04
O 1.81 0.57 0.46
S -1.21 -1.83 -0.16
```

Values from the calculation:
HOMO-LUMO gap in eV: 10.4
LUMO energy in eV: 0.225
Charge: 0
Multiplicity: 1
Highest occupied orbital energy in eV: -10.14
ΔE to the lowest compared entry with this formula, charge and spin in kcal/mol: 7.5



(5)
Formula: C45H60BN7P2Ti
Source: the Open Molecules 2025 dataset
Level of theory: ωB97M-V with the def2-TZVPD basis set

```
116
Properties=species:S:1:pos:R:3
Ti 0.03 -0.25 -0.43
C -4.64 -1.35 0.08
C -4.73 -0.54 -1.18
C -4.83 -1.50 -2.32
C -5.95 0.30 -1.12
P -3.01 0.27 -1.30
C -3.28 1.61 0.02
N -2.10 1.98 0.71
B -0.82 1.34 0.70
N -0.08 2.06 1.70
C 1.22 1.73 2.13
P 1.50 -0.09 2.24
C 0.83 -0.41 4.05
C 1.53 0.15 5.22
C 0.76 -1.88 4.20
C -0.56 0.13 4.10
C 3.39 -0.01 2.40
C 3.88 0.10 1.02
C 3.90 -1.27 2.96
C 3.94 1.12 3.18
C -0.81 3.03 2.23
C -0.54 3.96 3.20
C -1.56 4.84 3.59
C -2.82 4.76 3.02
C -3.10 3.81 2.03
C -2.11 2.97 1.62
C -2.99 1.39 -2.85
C -1.88 2.32 -2.62
C -4.21 2.14 -3.20
C -2.63 0.53 -4.01
H -5.49 -2.08 0.14
H -4.68 -0.70 0.99
H -3.71 -1.90 0.11
H -5.61 -2.27 -2.13
H -3.85 -2.01 -2.46
H -5.09 -0.96 -3.26
H -6.81 -0.32 -0.79
H -6.20 0.72 -2.11
H -5.85 1.14 -0.40
H -4.01 1.19 0.77
H -3.75 2.52 -0.47
H 1.45 2.19 3.13
H 1.97 2.08 1.36
H 2.55 -0.28 5.35
H 0.95 -0.10 6.14
H 1.60 1.26 5.17
H 1.79 -2.33 4.27
H 0.24 -2.33 3.33
H 0.20 -2.15 5.14
H -0.55 1.26 4.17
H -1.11 -0.27 5.00
H -1.12 -0.13 3.21
H 3.61 -0.81 0.45
H 5.00 0.21 1.00
H 3.43 0.97 0.48
H 3.40 -2.13 2.46
H 3.73 -1.33 4.07
H 5.01 -1.36 2.77
H 3.68 2.10 2.71
H 5.06 1.04 3.20
H 3.58 1.11 4.25
H 0.46 4.04 3.66
H -1.36 5.60 4.35
H -3.62 5.44 3.34
H -4.11 3.76 1.58
H -2.14 3.09 -1.83
H -1.64 2.86 -3.58
H -1.05 1.83 -2.32
H -4.64 2.70 -2.34
H -4.99 1.46 -3.62
H -3.96 2.88 -4.00
H -1.72 -0.04 -3.76
H -2.44 1.17 -4.91
H -3.46 -0.19 -4.25
N 3.10 -3.50 -0.33
C 2.06 -2.70 0.15
N 1.60 -1.72 -0.46
C 1.97 -1.43 -1.76
N 1.11 -0.36 -2.20
N -0.24 -0.65 -2.29
C -0.61 -2.01 -2.32
C -1.11 -2.62 -1.20
C -1.63 -3.95 -1.20
C -2.11 -4.51 -0.06
C -2.13 -3.73 1.10
C -1.61 -2.43 1.03
N -1.12 -1.87 -0.02
C 2.86 -2.30 -2.47
C 3.21 -2.24 -3.81
C 4.21 -3.08 -4.35
C 4.81 -4.03 -3.57
C 4.37 -4.18 -2.25
C 3.45 -3.34 -1.71
H 3.07 -4.48 -0.01
H 1.64 -2.99 1.15
H -0.46 -2.58 -3.27
H -1.59 -4.52 -2.14
H -2.49 -5.54 -0.04
H -2.51 -4.13 2.06
H -1.60 -1.80 1.94
H 2.68 -1.51 -4.47
H 4.52 -2.94 -5.40
H 5.61 -4.68 -3.97
H 4.79 -4.99 -1.62
C 1.31 0.90 -1.59
C 2.38 1.57 -1.89
C 3.09 1.27 -3.04
C 4.13 2.07 -3.50
C 4.51 3.20 -2.81
C 3.81 3.51 -1.64
C 2.76 2.69 -1.19
H 2.76 0.38 -3.60
H 4.64 1.80 -4.46
H 5.34 3.85 -3.17
H 4.09 4.42 -1.06
H 2.20 2.97 -0.28
```

Values from the calculation:
HOMO-LUMO gap (alpha / beta) in eV: 4.0 / 3.9
LUMO energy (alpha / beta) in eV: 4.244 / 4.244
Charge: -2
Multiplicity: 1
Highest occupied orbital energy (alpha / beta) in eV: 0.28 / 0.37
ΔE to the lowest compared entry with this formula, charge and spin in kcal/mol: 84.5



(6)
Formula: C20H54ClO23S7
Source: the Open Molecules 2025 dataset
Level of theory: ωB97M-V with the def2-TZVPD basis set

```
105
Properties=species:S:1:pos:R:3
Cl -1.14 0.10 0.03
O -1.09 1.40 -0.49
O -1.01 0.07 1.46
O -2.40 -0.50 -0.31
O -0.04 -0.65 -0.52
O 4.47 2.72 -1.70
S 4.79 1.83 -0.62
O 6.08 1.87 0.02
O 3.60 2.10 0.44
C 3.68 1.42 1.71
C 2.43 0.61 1.91
C 4.55 0.11 -1.10
H 3.91 2.09 2.55
H 4.55 0.76 1.74
H 1.56 1.23 2.10
H 2.58 -0.12 2.71
H 2.19 -0.05 1.07
H 4.93 -0.58 -0.35
H 5.14 0.03 -2.01
H 3.53 -0.17 -1.36
O -2.00 -4.67 -4.45
S -2.85 -4.85 -3.31
O -3.69 -6.01 -3.16
O -1.90 -4.80 -1.96
C -2.50 -5.14 -0.72
C -2.27 -4.01 0.27
C -3.91 -3.36 -3.06
H -1.99 -6.03 -0.33
H -3.55 -5.43 -0.78
H -1.18 -3.89 0.31
H -2.69 -4.16 1.26
H -2.62 -3.06 -0.15
H -4.21 -3.07 -4.06
H -3.35 -2.56 -2.57
H -4.75 -3.71 -2.46
O 0.43 -0.02 -3.54
S -0.14 -1.27 -3.99
O -1.56 -1.47 -3.87
O 0.33 -1.37 -5.56
C -0.30 -2.29 -6.41
C 0.71 -3.00 -7.30
C 0.70 -2.72 -3.29
H -1.09 -1.90 -7.07
H -0.86 -3.03 -5.82
H 0.16 -3.63 -8.00
H 1.40 -3.59 -6.69
H 1.34 -2.27 -7.80
H -0.03 -3.52 -3.31
H 0.93 -2.40 -2.27
H 1.57 -2.87 -3.92
O 1.87 5.70 -1.17
S 0.99 5.06 -2.14
O -0.40 5.44 -2.29
O 1.59 5.31 -3.65
C 3.02 5.24 -3.83
C 3.30 6.03 -5.09
C 1.10 3.29 -2.08
H 3.27 4.20 -4.07
H 3.50 5.48 -2.88
H 3.05 7.08 -4.97
H 2.69 5.60 -5.88
H 4.36 5.94 -5.37
H 1.34 3.11 -1.03
H 1.81 2.85 -2.77
H 0.09 2.93 -2.25
O -2.60 3.70 5.28
S -1.98 3.50 3.99
O -2.39 4.33 2.87
O -0.36 3.64 4.24
C 0.60 3.33 3.24
C 0.39 4.07 1.93
C -2.08 1.78 3.45
H 0.69 2.25 3.13
H 1.57 3.65 3.65
H -0.04 5.07 1.97
H -0.36 3.54 1.33
H 1.30 4.16 1.34
H -1.73 1.71 2.42
H -3.10 1.41 3.54
H -1.45 1.13 4.05
O 3.01 -2.29 4.69
S 1.74 -2.95 4.58
O 1.65 -4.17 3.80
O 1.15 -3.28 6.09
C 1.22 -2.26 7.08
C 2.01 -2.81 8.27
C 0.53 -1.74 3.98
H 0.24 -1.95 7.44
H 1.67 -1.34 6.71
H 2.03 -2.06 9.06
H 3.03 -3.00 7.95
H 1.53 -3.70 8.67
H 0.81 -1.70 2.93
H 0.63 -0.82 4.54
H -0.49 -2.08 4.11
C -5.43 -1.19 1.15
S -6.16 0.41 1.71
O -7.42 0.54 0.84
C -4.85 1.39 0.91
H -4.52 -1.48 1.67
H -5.07 -1.05 0.13
H -6.14 -2.01 1.15
H -4.71 1.12 -0.14
H -3.88 1.25 1.40
H -5.03 2.45 1.07
```

Values from the calculation:
HOMO-LUMO gap in eV: 8.9
LUMO energy in eV: 1.889
Charge: -1
Multiplicity: 1
Highest occupied orbital energy in eV: -7.00
ΔE to the lowest compared entry with this formula, charge and spin in kcal/mol: 26.3



(7)
Formula: H27O17S
Source: the Open Molecules 2025 dataset
Level of theory: ωB97M-V with the def2-TZVPD basis set

```
45
Properties=species:S:1:pos:R:3
O 2.11 2.79 1.87
H 1.53 2.01 1.60
H 2.53 3.37 1.19
H 1.38 3.21 2.23
S 0.16 0.06 0.09
O -1.04 0.88 0.30
O 0.08 -0.31 -1.32
O 1.25 0.94 0.46
O 0.05 -1.16 0.94
O 0.72 -0.82 3.48
H 0.55 -1.13 2.55
H 0.05 -0.19 3.58
O 1.20 -3.43 0.33
H 0.76 -2.77 0.79
H 1.72 -3.28 -0.44
O -3.22 0.08 0.75
H -2.27 0.15 0.58
H -3.33 -0.29 1.56
O 1.19 -2.55 -2.23
H 1.50 -2.27 -3.14
H 0.93 -1.68 -1.89
O -2.61 -0.16 -2.30
H -2.26 0.08 -1.39
H -1.88 0.16 -2.86
O 3.53 -0.59 -0.01
H 2.64 -0.12 0.19
H 3.41 -0.47 -1.11
O 0.34 -0.08 -3.46
H 0.09 0.88 -3.69
H 0.22 -0.24 -2.48
O -1.50 2.73 -0.47
H -1.20 1.84 -0.26
H -2.37 2.82 -0.17
O 2.53 1.87 -1.73
H 1.88 2.37 -2.03
H 1.86 1.55 -0.96
O -0.29 2.00 2.60
H -0.57 1.54 3.34
H -0.41 1.59 1.76
O -1.88 -1.91 2.18
H -1.16 -1.66 1.81
H -1.43 -1.97 3.10
O -2.36 -2.32 -1.67
H -2.86 -1.43 -1.99
H -1.57 -2.08 -1.70
```

Values from the calculation:
HOMO-LUMO gap in eV: 7.4
LUMO energy in eV: 1.181
Charge: -1
Multiplicity: 1
Highest occupied orbital energy in eV: -6.18
ΔE to the lowest compared entry with this formula, charge and spin in kcal/mol: 146.3



(8)
Formula: C3H3FO2
Source: the Open Molecules 2025 dataset
Level of theory: ωB97M-V with the def2-TZVPD basis set

```
9
Properties=species:S:1:pos:R:3
F 2.27 -1.07 0.10
C 1.08 -0.45 -0.06
C -0.21 -0.75 -0.20
C -0.92 0.49 0.14
O -0.01 1.54 -0.18
O 1.31 1.04 0.03
H -0.45 -1.79 -0.38
H -1.73 0.64 -0.58
H -1.33 0.35 1.13
```

Values from the calculation:
HOMO-LUMO gap in eV: 10.2
LUMO energy in eV: 0.856
Charge: 0
Multiplicity: 1
SMILES: FC1=CCOO1
Highest occupied orbital energy in eV: -9.30
ΔE to the lowest compared entry with this formula, charge and spin in kcal/mol: 97.7



Values of largest force on an atom, in order: 0.72, 6.81, 2.51, 5.99, 6.44, 2.92, 13.02, 3.80, all in eV/A.